Density functional theory data (the ωB97M-V functional and the def2-TZVPD basis) for a molecular structure, CH3N2O2P.

XYZ file:
```
9
Properties=species:S:1:pos:R:3:nbo_charge:R:1
P -1.28 -0.29 -0.24 1.90
O -1.77 0.60 0.79 -1.03
O 0.36 1.10 -1.07 -0.54
N 1.44 0.50 0.85 -0.72
N -0.36 -1.49 -0.44 -1.24
C 0.91 0.96 -0.07 0.87
H -1.92 -0.03 -1.48 -0.08
H 2.30 0.36 1.33 0.45
H 0.33 -1.71 0.33 0.40
```

* orbital gap: 10.95 eV
* ΔE to the lowest compared entry with this formula, charge and spin: 2.228 eV
* lowest unoccupied orbital energy: 0.5 eV

=====

Density functional theory data (the ωB97M-V functional and the def2-TZVPD basis) for C6H7FN2 in the gas phase.

XYZ file:
```
16
Properties=species:S:1:pos:R:3:nbo_charge:R:1
F -1.94 -0.50 0.74 -0.33
N 0.05 -0.51 -1.54 -0.37
N 1.32 0.73 1.52 -0.38
C 0.58 0.17 0.61 0.19
C -0.93 0.42 0.82 0.13
C 0.10 -1.25 -2.71 -0.43
C -0.88 1.19 2.19 -0.25
C 0.92 -0.51 -0.63 0.05
C 0.43 1.29 2.50 -0.05
H -1.17 1.20 0.05 0.22
H -1.65 1.48 2.84 0.22
H -0.58 -2.15 -2.39 0.23
H 1.87 -1.07 -0.81 0.17
H 1.01 1.87 3.23 0.22
H 1.15 -1.60 -2.82 0.17
H -0.26 -0.76 -3.60 0.22
```

* orbital gap: 8.99 eV
* structure (SMILES): C/N=C/C1=NC=C[C@@H]1F
* ΔE to the lowest compared entry with this formula, charge and spin: 2.247 eV
* lowest unoccupied orbital energy: -0.2 eV

=====

Density functional theory data (the ωB97M-V functional and the def2-TZVPD basis) for a molecular structure, C20H46OP4Pb.

XYZ file:
```
72
Properties=species:S:1:pos:R:3:lowdin_charge:R:1
Pb -0.48 0.64 -0.65 0.84
P -2.06 0.30 2.04 0.77
P -1.41 2.73 -1.97 0.63
P 1.81 1.10 1.27 0.71
P 1.64 -0.53 -2.26 0.71
O -2.07 -0.09 -5.10 0.08
C -2.95 -3.45 -7.14 0.07
C 2.65 2.65 0.77 -0.26
C -2.14 3.90 -0.81 -0.22
C -0.81 -4.00 -0.04 -0.07
C 0.09 -3.91 0.96 -0.05
C -2.13 1.91 2.92 -0.24
C -3.35 -1.10 -6.87 0.05
C -3.73 0.17 1.26 -0.26
C 1.52 1.44 3.03 -0.25
C -2.44 -0.74 3.48 -0.22
C 2.40 -2.16 -1.92 -0.21
C 0.86 -0.82 -3.88 -0.30
C -2.23 -1.08 -6.02 -0.21
C 3.27 -0.02 1.43 -0.23
C -3.72 -2.30 -7.44 0.05
C -0.08 3.48 -2.95 -0.22
C -1.32 -2.14 -6.01 0.05
C 3.05 0.57 -2.67 -0.23
C -2.67 2.07 -3.04 -0.24
C -1.75 -3.39 -6.45 0.03
H -2.88 3.35 -0.19 0.06
H 2.67 1.58 -2.88 0.05
H -4.49 0.44 2.01 0.08
H -3.28 -4.41 -7.50 0.15
H 3.18 -2.04 -1.16 0.06
H 0.90 2.33 3.16 0.05
H -3.84 0.80 0.37 0.03
H 0.29 2.73 -3.67 0.05
H -3.39 1.48 -2.45 0.08
H -2.88 0.48 -5.07 0.13
H 3.74 0.62 -1.81 0.05
H 2.96 -0.96 1.91 0.07
H -2.64 4.73 -1.32 0.09
H 3.71 -0.25 0.45 0.03
H 3.49 2.85 1.46 0.08
H -1.10 -4.26 -6.28 0.16
H 1.02 0.60 3.52 0.05
H -0.34 -1.95 -5.60 0.10
H 0.07 -1.58 -3.73 0.04
H -0.18 -3.49 1.92 0.04
H 3.60 0.19 -3.56 0.09
H 0.38 0.09 -4.25 0.04
H 2.83 -2.58 -2.85 0.09
H -1.84 -3.68 0.11 0.04
H -1.47 1.84 3.79 0.05
H -1.33 4.30 -0.16 0.07
H 3.04 2.57 -0.26 0.04
H 1.58 -1.19 -4.62 0.08
H -3.15 2.08 3.25 0.08
H -3.86 -0.15 -7.06 0.15
H -3.40 -0.42 3.89 0.09
H 1.14 -4.06 0.77 0.05
H 1.94 3.49 0.81 0.05
H -2.18 1.36 -3.74 0.02
H -3.19 2.85 -3.59 0.09
H -1.78 2.75 2.31 0.04
H -2.51 -1.79 3.17 0.06
H 0.74 3.77 -2.26 0.07
H -0.52 -4.25 -1.05 0.04
H 1.62 -2.84 -1.54 0.04
H 4.02 0.48 2.06 0.08
H 2.49 1.61 3.52 0.08
H -1.66 -0.63 4.23 0.06
H -4.57 -2.35 -8.14 0.16
H -3.89 -0.88 0.95 0.06
H -0.42 4.38 -3.49 0.09
```

* orbital gap (spin up / spin down): 5.31 / 4.79 eV
* charge: +4
* lowest unoccupied orbital energy (spin up / spin down): -13.8 / -14.4 eV

=====

In order of appearance, max |F| = 3.95 3.59 2.57 eV/A.